Below is one molecule with the formula C4H9NO2, with properties calculated with the ωB97M-V functional and the def2-TZVPD basis.

Properties
LUMO energy ... 0.79 eV
ΔE to the lowest compared entry with this formula, charge and spin ... 245.4 kJ/mol
Orbital gap ... 9.89 eV

XYZ file:
```
16
C4H9NO2 (the ωB97M-V functional and the def2-TZVPD basis)
N 0.61 -0.50 -2.15
C 0.52 0.76 -1.30
C 0.98 0.56 0.16
C -0.11 0.50 1.28
C -0.79 -0.76 1.10
O -0.85 -1.72 0.30
O -1.89 -0.81 1.98
H 0.09 -0.44 -3.03
H 0.29 -1.29 -1.81
H 1.19 1.50 -1.86
H -0.52 1.03 -1.19
H 1.71 -0.25 0.49
H 1.64 1.41 0.65
H 0.24 0.52 2.31
H -0.85 1.25 1.34
H -2.26 -1.76 1.72
```

***

Below is an isolated ion of composition BClH5NO2P and charge +1, with properties calculated with the ωB97M-V functional and the def2-TZVPD basis.

Properties
LUMO energy ... -5.10 eV
Total charge ... +1
Orbital gap ... 9.97 eV

XYZ file:
```
11
BClH5NO2P (the ωB97M-V functional and the def2-TZVPD basis)
N 1.39 -0.82 0.70
B 0.79 0.33 0.12
O 1.49 1.38 -0.21
P -1.17 0.30 -0.11
O -1.61 -0.82 -1.09
Cl -2.08 0.03 1.58
H 0.85 -1.67 0.57
H 1.49 -0.72 1.71
H 1.36 1.74 -1.11
H -1.66 1.50 -0.62
H -0.85 -1.23 -1.55
```

***

Below is C23H28Cl2N4O2PdSSe3 as an isolated structure, with properties calculated with the ωB97M-V functional and the def2-TZVPD basis.

Properties
LUMO energy (spin up / spin down) ... 0.36 / -1.12 eV
ΔE to the lowest compared entry with this formula, charge and spin ... 43.5 kJ/mol
Orbital gap (spin up / spin down) ... 7.78 / 6.39 eV
Multiplicity ... 3

XYZ file:
```
64
C23H28Cl2N4O2PdSSe3 (the ωB97M-V functional and the def2-TZVPD basis)
Pd 0.41 -1.68 -0.21
C -0.08 -2.03 3.76
Se 0.91 -2.71 2.24
C 2.46 -1.54 2.40
C 3.54 -2.03 1.45
Se 2.95 -2.10 -0.43
C 3.21 -4.00 -0.74
H -0.18 -0.96 3.66
H 0.45 -2.31 4.67
H -1.05 -2.51 3.74
H 2.82 -1.58 3.42
H 2.13 -0.53 2.17
H 3.86 -3.04 1.70
H 4.41 -1.37 1.48
H 4.27 -4.22 -0.63
H 2.89 -4.19 -1.76
H 2.60 -4.59 -0.05
S 0.22 -1.27 -2.76
C -1.50 -1.17 -2.80
N -2.09 -0.13 -3.39
C -3.53 0.08 -3.39
C -4.13 -0.64 -2.19
C -3.69 -2.09 -2.22
N -2.24 -2.16 -2.32
H -1.47 0.61 -3.68
H -3.96 -0.30 -4.32
H -3.71 1.15 -3.34
H -5.22 -0.57 -2.21
H -3.75 -0.17 -1.27
H -4.14 -2.60 -3.07
H -3.99 -2.62 -1.31
H -1.72 -2.85 -1.77
Se 0.31 -6.39 0.33
C -0.13 -4.77 -0.24
N -0.42 -3.69 -0.62
Cl 1.36 1.04 -0.83
C 2.25 1.87 0.41
C 3.61 1.62 0.48
C 4.35 2.11 1.54
C 3.72 2.85 2.53
C 2.37 3.13 2.42
Cl 1.60 4.06 3.67
C 1.59 2.68 1.35
N 0.24 2.98 1.30
C -0.56 3.13 0.16
C -0.14 3.95 -0.89
C -0.94 4.14 -2.00
C -2.19 3.54 -2.06
C -2.61 2.72 -1.02
C -1.80 2.48 0.09
C -2.21 1.47 1.13
C -1.25 0.28 1.06
O -0.26 0.29 1.81
O -1.50 -0.59 0.17
H 4.07 1.01 -0.28
H 5.42 1.92 1.60
H 4.27 3.23 3.38
H -0.24 2.88 2.18
H 0.83 4.44 -0.81
H -0.60 4.77 -2.80
H -2.84 3.71 -2.91
H -3.58 2.25 -1.06
H -3.23 1.13 0.92
H -2.18 1.88 2.14
```

***

Below is C10H34AsF6N6O6S as an isolated structure, with properties calculated with the ωB97M-V functional and the def2-TZVPD basis.

Properties
LUMO energy ... -12.20 eV
Total charge ... +3
Orbital gap ... 4.98 eV

XYZ file:
```
64
C10H34AsF6N6O6S (the ωB97M-V functional and the def2-TZVPD basis)
N 0.88 -2.29 -0.20
H 1.11 -3.26 -0.04
H 1.50 -1.96 -0.92
H 1.22 -1.75 0.59
H -0.07 -2.06 -0.45
N -3.55 -0.06 2.54
H -3.47 -1.06 2.56
H -3.77 0.32 1.63
H -2.55 0.13 2.60
H -4.11 0.32 3.29
N -2.50 2.11 -0.41
H -2.00 1.76 0.39
H -3.26 1.49 -0.64
H -1.96 2.06 -1.26
H -2.56 3.12 -0.50
N 3.05 -1.46 2.93
H 2.16 -1.76 2.57
H 3.64 -1.85 2.21
H 3.17 -1.88 3.84
H 3.18 -0.45 2.89
N -2.45 -1.26 -1.34
H -3.44 -1.12 -1.24
H -2.15 -1.42 -2.29
H -2.17 -2.07 -0.80
H -2.00 -0.43 -1.00
N -0.51 -1.34 4.38
H 0.37 -1.00 4.00
H -0.57 -1.39 5.38
H -0.91 -2.13 3.91
H -1.22 -0.63 4.24
C -0.43 0.24 2.58
C -1.23 0.54 1.54
C -0.74 0.34 0.09
O -1.50 0.48 -0.93
C 0.61 -0.13 -0.06
C 1.44 -0.57 1.06
C 0.81 -0.39 2.47
O 1.34 -0.86 3.42
O 2.53 -1.05 0.86
O -2.23 1.31 1.84
H -0.75 0.35 3.61
H 1.06 -0.10 -1.05
As 0.07 -1.68 -3.30
F 0.82 -3.27 -2.99
F -0.92 -2.24 -4.67
F -0.71 0.01 -3.47
F 1.09 -0.96 -1.97
F 1.44 -1.29 -4.39
F -1.11 -2.16 -2.08
C 2.90 2.41 -2.24
C 2.21 1.13 -1.69
C 0.76 1.03 -2.28
S 0.12 2.75 -2.20
O -0.57 2.89 -0.91
O -0.49 3.17 -3.50
C 1.88 3.56 -1.97
H 2.96 2.46 -3.32
H 3.89 2.54 -1.79
H 2.18 0.96 -0.61
H 2.75 0.23 -1.99
H -0.03 0.33 -1.99
H 0.86 0.86 -3.35
H 1.91 3.95 -0.95
H 1.99 4.44 -2.60
```

***

Below is an isolated ion of composition C3H7N2O2 and charge -1, with properties calculated with the ωB97M-V functional and the def2-TZVPD basis.

Properties
LUMO energy ... 1.30 eV
ΔE to the lowest compared entry with this formula, charge and spin ... 730.2 kJ/mol
Total charge ... -1
Orbital gap ... 4.64 eV

XYZ file:
```
14
C3H7N2O2 (the ωB97M-V functional and the def2-TZVPD basis)
O -0.53 -1.55 -0.76
C -0.69 -0.19 -0.60
N 0.57 0.48 -0.68
C 1.63 -0.37 0.02
O 2.85 0.27 0.25
C -1.59 0.06 0.72
N -2.06 1.42 0.95
H -1.42 0.13 -1.41
H 1.74 -1.29 -0.62
H 1.09 -0.70 0.87
H -0.84 -0.27 1.46
H -2.34 -0.90 0.68
H 0.47 1.48 -0.31
H -3.00 1.55 0.66
```

***

Below is a 2-piece molecular cluster, C3H6O4 overall, with properties calculated with the ωB97M-V functional and the def2-TZVPD basis.

Properties
LUMO energy (spin up / spin down) ... -1.67 / -1.16 eV
ΔE to the lowest compared entry with this formula, charge and spin ... 864.0 kJ/mol
Orbital gap (spin up / spin down) ... 7.41 / 7.88 eV

XYZ file:
```
13
C3H6O4 (the ωB97M-V functional and the def2-TZVPD basis)
C -0.92 0.18 0.05
C -0.40 -0.90 0.75
C -0.47 1.59 0.30
O 1.36 -0.60 -0.15
O 0.65 1.43 -0.50
O 2.65 -1.10 -0.27
O -1.75 0.03 -1.01
H 2.71 -1.26 -1.23
H -1.66 -0.85 -1.40
H -0.75 -1.90 0.52
H 0.03 -0.73 1.72
H -1.18 2.31 -0.13
H -0.27 1.79 1.36
```

***

Ordered max |F| results: 6.8 1.6 0.6 11.8 7.4 0.9; unit eV/A.